# C5H27NO9S

A 9-piece molecular cluster, C5H27NO9S overall in a non-equilibrium geometry (ωB97M-V/def2-TZVPD, the Open Molecules 2025 dataset).

Structure (XYZ):
```
43
Properties=species:S:1:pos:R:3:forces:R:3:mulliken_charge:R:1
C 1.650 -2.140 0.819 0.85 -0.41 -2.01 0.836
N 1.558 -1.971 -0.676 1.58 -0.46 0.82 -0.431
C 0.709 -0.872 -1.009 -1.49 -0.65 -2.11 0.318
C 1.230 0.552 -0.653 0.76 -1.06 0.69 0.430
S 3.009 0.705 -1.000 0.67 0.16 0.08 -0.712
C 0.230 -1.126 -2.533 -0.51 0.48 0.74 -0.930
O -1.013 -0.491 -2.679 -1.29 0.53 -0.04 -0.816
C 0.545 -3.014 1.377 -2.11 1.49 2.49 -1.282
H 1.630 -1.156 1.356 0.34 -0.96 -0.61 -1.213
H 2.594 -2.705 0.852 0.03 0.58 0.94 0.795
H 2.515 -1.874 -1.153 -1.75 0.32 1.44 0.358
H -0.251 -1.120 -0.468 0.85 0.63 -0.38 -0.161
H 0.795 1.352 -1.228 -0.90 -0.06 0.29 -0.055
H 1.094 0.684 0.456 -0.30 0.21 -0.89 -0.464
H 0.158 -2.222 -2.711 -0.17 0.32 0.64 0.274
H 0.771 -0.793 -3.437 0.91 0.34 0.87 0.268
H -0.249 -3.365 0.722 0.36 0.03 -0.39 0.365
H 0.799 -3.753 2.100 1.28 -1.61 -0.30 0.378
H -0.001 -2.485 2.244 0.12 0.37 -1.61 0.176
H -2.231 1.477 -0.512 -0.81 0.65 -0.32 0.431
H -1.767 2.821 -1.034 -0.14 0.29 -0.28 0.344
O -2.524 2.466 -0.552 1.03 -0.53 0.29 -0.728
H -2.925 0.929 1.139 0.59 -0.37 1.41 0.268
H -2.535 2.167 1.844 0.07 -0.13 0.32 0.366
O -2.682 1.232 2.067 -0.71 0.51 -1.75 -0.765
H -3.187 -0.003 -1.230 0.10 0.05 0.29 0.191
H -1.573 -0.257 -1.757 1.02 -0.83 -0.84 0.563
O -2.380 -0.092 -0.696 -0.87 0.37 0.17 -1.087
H -2.568 -2.843 0.435 -0.03 0.04 1.21 0.274
H -2.471 -1.730 -0.621 0.14 0.38 0.29 0.511
O -2.519 -2.701 -0.491 -0.16 -0.82 -1.29 -0.705
H 2.698 1.005 2.677 -0.01 -0.45 0.51 0.333
H 2.771 -0.418 2.280 -0.05 0.40 1.11 0.475
O 2.615 0.124 3.100 0.31 0.26 -1.61 -0.693
H -0.273 -0.181 3.481 0.17 -0.04 0.00 0.310
H -1.535 0.656 3.298 -0.21 -0.32 -0.14 0.426
O -1.097 0.048 3.919 0.20 0.07 0.29 -0.695
H -0.402 2.970 1.122 0.41 0.94 1.14 0.324
H 0.560 2.557 2.167 -0.11 0.55 0.24 0.343
O 0.025 3.344 1.950 -0.41 -1.52 -1.46 -0.674
H 0.593 2.040 -3.030 -0.77 -0.64 -0.11 0.344
H -0.759 1.137 -3.103 0.66 -0.81 0.27 0.456
O -0.342 1.997 -3.304 0.35 1.66 -0.39 -0.745
```
Forces are in eV/Å.

Properties
Electronic energy in hartree: -1336.78894
Charge: -2
Highest occupied orbital energy in eV: -0.772